[1]
The following is a DFT calculation (ωB97M-V/def2-TZVPD) of a molecular structure, C13H10F5NRh at a distorted geometry.

The geometry in XYZ format:
```
30
Properties=species:S:1:pos:R:3:forces:R:3:lowdin_charge:R:1
F -1.386921 -1.713048 -1.407505 -0.43 0.25 0.39 0.005
C -1.008055 -0.482614 2.007527 -0.79 -0.39 -0.74 -0.235
H -1.609888 0.579598 -2.153980 0.58 -0.12 0.12 0.100
H 0.824972 -2.404644 -0.487706 -0.15 -0.77 0.52 -0.125
C 1.970123 1.658927 1.071885 1.48 1.49 1.31 -0.219
C -0.569296 0.890661 -2.040303 -0.70 0.79 -0.12 -0.203
C 1.709203 1.150530 -2.323196 -1.27 0.36 -0.20 -0.178
Rh 1.066667 0.163966 -0.235724 -1.28 0.37 -2.70 0.935
H 1.842534 2.965114 -1.002421 -0.09 -0.12 -0.25 0.071
H 2.421184 -0.314208 1.777662 0.44 -0.03 0.20 0.048
C -2.919631 -1.956713 1.822425 0.24 0.11 0.04 -0.152
H 2.588583 2.504842 0.637000 -1.48 -0.99 0.57 0.069
C -0.676554 -0.655682 0.674190 -1.33 -0.55 -0.11 -0.100
F -0.377620 0.460914 2.774571 0.05 -0.49 -0.04 0.027
H 0.568574 -0.433930 -3.431222 -0.09 0.10 0.45 0.086
C 1.255914 2.165297 -1.422234 -0.88 -0.33 -0.76 -0.233
C -0.157796 1.951439 -1.185987 0.61 0.44 -0.80 -0.187
F -3.985896 -2.581720 2.370971 0.21 0.19 0.03 0.077
C -2.661736 -2.091201 0.469276 0.42 0.31 -0.46 -0.152
F -3.493452 -2.795204 -0.335293 0.05 0.00 0.46 0.076
H 2.735340 1.012253 -2.654901 -0.31 -0.05 0.03 0.090
N 0.973035 -1.797851 -1.281778 1.60 0.08 0.16 -0.100
F -2.395358 -0.938549 3.887972 -0.04 -0.13 0.14 0.071
C -2.078593 -1.151496 2.592834 -0.21 0.19 -0.09 -0.162
C 2.568137 0.427054 1.002323 1.19 -1.82 2.20 -0.340
H 1.380115 1.831727 1.987372 0.36 0.36 -0.64 0.053
C -1.545430 -1.459814 -0.085177 -0.22 -0.14 1.24 -0.258
H 3.180683 0.117170 0.167479 1.13 0.12 0.01 0.047
C 0.546657 0.376817 -2.710010 0.83 0.90 -0.62 -0.205
H -0.765494 2.520366 -0.486050 0.09 -0.13 -0.34 0.095
```
Positions in Å, forces in eV/Å.

Computed properties:
**Electronic energy**: -1165.73817 Ha
**HOMO energy (spin up / spin down)**: -2.355 / -3.651 eV
**Net charge**: -1
**2S+1**: 5
**⟨S²⟩**: 6.030
**Gap between HOMO and LUMO (spin up / spin down)**: 5.737 / 6.472 eV

[2]
The following is a DFT calculation (ωB97M-V/def2-TZVPD) of 2 unconnected molecules or ions with the total composition C5H10O2Se at a distorted geometry.

The geometry in XYZ format:
```
18
Properties=species:S:1:pos:R:3:forces:R:3:lowdin_charge:R:1
H -0.033528 1.550741 3.361555 -0.28 1.01 1.24 0.107
Se -0.976600 -0.252252 -2.644459 -0.46 0.32 0.47 0.849
H 0.069522 -1.435688 3.051505 0.45 -0.60 -0.61 0.076
H 1.073328 -0.604607 4.159680 2.75 -0.57 2.02 0.039
O 0.791994 0.076099 0.370671 -0.10 0.35 0.18 0.063
H -2.585796 0.787835 -0.882952 0.25 -0.35 -0.23 -0.005
O -0.842049 0.621784 1.836033 0.21 0.19 0.67 0.006
C 0.175169 -0.589933 3.698569 -3.89 -0.22 -0.46 -0.050
H -2.355295 -0.978627 -0.545396 -0.29 -0.78 0.06 -0.012
C -1.311353 -2.119685 -3.067006 -0.96 -1.05 0.78 -0.463
C -1.963678 -0.103229 -1.001269 2.34 1.71 1.43 -0.367
C 0.206284 0.653906 2.870535 -1.03 0.19 -0.26 -0.189
H 1.134832 0.841465 2.359377 0.44 -0.42 0.02 0.112
H -1.053319 -2.659464 -2.084847 -0.78 0.41 -1.69 0.043
H -0.618481 -2.466360 -3.844363 -0.05 0.32 0.30 0.007
C -0.318981 0.348453 0.694731 -1.85 -1.73 -4.14 -0.384
H -0.720040 -0.769438 4.407023 1.49 1.04 -0.86 0.121
H -2.381910 -2.287599 -3.472981 1.75 0.19 1.06 0.049
```
Positions in Å, forces in eV/Å.

Computed properties:
**Electronic energy**: -2748.28629 Ha
**HOMO energy (spin up / spin down)**: -7.502 / -7.501 eV
**Net charge**: 0
**Gap between HOMO and LUMO (spin up / spin down)**: 8.072 / 8.072 eV

[3]
The following is a DFT calculation (ωB97M-V/def2-TZVPD) of 2 unconnected molecules or ions with the total composition C2H2O3 at a distorted geometry.

The geometry in XYZ format:
```
7
Properties=species:S:1:pos:R:3:forces:R:3:lowdin_charge:R:1
H -1.205612 -0.650706 1.485206 1.25 0.33 -1.24 0.147
O 2.044785 0.217449 0.117232 -0.02 0.22 0.46 0.078
H 1.001094 -0.688876 -1.394676 -0.22 0.46 0.84 0.116
C 1.072028 -0.201422 -0.364606 -3.00 -0.78 0.01 -0.071
O -1.805047 -0.512209 -0.468336 -2.04 -2.77 -3.35 0.007
O -1.756846 0.777930 0.100101 -0.01 2.84 0.36 0.017
C -0.925202 -0.245275 0.444066 4.03 -0.30 2.92 -0.294
```
Positions in Å, forces in eV/Å.

Computed properties:
**Electronic energy**: -302.89373 Ha
**HOMO energy**: -9.408 eV
**Net charge**: 0
**Gap between HOMO and LUMO**: 9.875 eV

[4]
The following is a DFT calculation (ωB97M-V/def2-TZVPD) of a molecular structure, C13H35IO14SSi at a distorted geometry.

The geometry in XYZ format:
```
65
Properties=species:S:1:pos:R:3:forces:R:3:lowdin_charge:R:1
H 0.792559 2.372287 -4.149695 -0.03 0.00 0.07 -0.009
O 2.002480 -1.017106 -2.456045 -0.54 0.66 -0.38 -0.360
H 0.989059 4.099512 -2.066297 0.03 -0.03 -0.01 -0.006
H -0.577973 -1.532422 -2.090288 0.04 0.21 -0.14 0.067
C -3.745411 0.956925 -1.463821 0.33 -0.16 -0.14 -0.058
H -3.557684 -7.305151 4.510785 0.05 -0.02 -0.03 0.045
O 1.024291 4.910071 -1.546075 -0.16 0.04 -0.15 -0.095
H -3.047333 -0.294117 5.313445 -0.04 0.16 0.08 0.022
H -0.251723 -3.381364 4.691335 -0.11 -0.04 -0.03 0.047
H 2.688806 -0.584115 3.835285 -0.05 0.02 0.26 0.036
H 6.374095 2.024295 -0.047315 0.25 0.14 0.04 0.049
C 5.979813 1.428971 -0.861474 -0.57 -0.47 0.36 -0.129
H -0.379209 -4.704688 0.454951 -0.08 -0.25 0.08 0.034
H 3.310919 1.686154 -1.684711 0.09 0.25 -0.07 0.029
H 6.720278 0.708504 -1.191349 0.23 0.09 -0.09 0.073
C -1.583826 1.721048 -0.816064 0.39 0.23 0.35 -0.150
O 0.669806 2.877632 -4.961762 -0.01 -0.08 -0.02 -0.057
O -2.298196 -0.436428 5.902295 -0.09 -0.12 0.10 -0.068
C -3.459917 2.205954 0.588169 0.65 0.09 -0.14 -0.061
H -0.195366 -2.788146 -0.934447 0.20 -0.08 0.26 0.034
O 2.269368 -2.194155 -0.368170 -0.15 0.27 0.68 -0.365
H -5.310013 1.418251 -0.094280 -0.08 -0.02 -0.05 0.113
C -4.255566 1.516574 -0.310507 -0.74 0.05 0.34 -0.057
H 4.781714 0.490291 0.697757 0.16 -0.34 0.08 0.090
O -0.642460 -4.911361 -0.450746 0.23 0.19 -0.14 -0.066
O 0.357502 2.014594 -2.144651 0.06 -0.40 -0.07 0.096
H -2.602605 2.535347 -4.530585 -0.02 0.01 -0.04 0.029
S 1.528458 -1.178436 -1.096240 0.81 -1.77 -0.49 0.555
O -2.104739 -5.217528 1.911755 -0.03 0.16 -0.03 -0.067
H 0.148672 -5.284354 -0.853879 -0.03 -0.01 -0.03 0.054
H 1.941294 5.191525 -1.617479 0.01 0.02 0.06 -0.003
Si 1.918631 0.666449 0.049098 0.66 1.63 0.77 0.409
H -2.250605 1.178966 2.613637 -0.06 -0.02 -0.06 0.000
H -1.930988 0.648211 -2.609739 -0.07 -0.14 -0.17 0.122
O 3.588721 1.015239 -3.856093 -0.10 -0.02 -0.14 -0.055
H -3.018729 3.175816 -3.214734 -0.03 0.02 0.02 0.021
C 2.168053 0.151773 1.768970 -0.36 0.17 -0.71 -0.150
H -2.427857 -4.875971 1.071996 0.02 -0.09 -0.05 0.025
O -3.306211 3.053457 -4.125524 0.09 -0.01 -0.03 -0.048
H 4.601678 -0.254311 -0.916229 0.01 -0.19 0.04 0.107
O -3.798118 -6.829988 3.709773 -0.08 -0.12 0.04 -0.046
C -2.389153 1.058031 -1.723829 0.03 0.15 -0.01 -0.045
H -1.923711 0.126754 3.667366 -0.02 0.08 0.14 0.029
C -2.103152 2.308966 0.327931 -0.27 -0.14 0.13 -0.017
C -0.165379 -1.716088 -1.102454 -0.43 0.50 -0.51 -0.143
H -0.052417 -2.232339 5.680968 0.02 0.03 -0.06 0.045
O -0.647440 -2.558651 4.997241 0.13 -0.06 0.06 -0.055
H -2.184515 -1.393889 5.912505 0.04 -0.01 -0.10 0.010
H -3.838130 2.648673 1.494758 -0.34 0.02 0.02 0.115
H 3.079545 0.192878 -3.846896 0.02 0.04 0.22 0.014
O -2.643450 0.680018 3.335481 0.14 -0.11 -0.13 -0.053
H -0.766504 -1.172113 -0.377205 0.07 -0.05 0.25 0.069
H -1.439610 2.838013 0.993170 0.07 0.08 0.14 0.131
C 2.411998 -0.215177 2.881589 0.21 -0.25 0.32 0.099
H 3.309806 1.465507 -4.660222 0.04 0.07 -0.01 0.041
H -0.069558 3.461544 -4.765702 0.05 0.08 -0.03 0.028
I 3.546463 3.416743 0.388297 0.07 -0.22 -0.04 0.973
C 4.725166 0.680439 -0.370986 -0.16 0.91 -0.31 -0.347
H -4.655611 -6.441044 3.906827 0.02 0.06 -0.05 0.046
C 3.453203 1.506096 -0.620211 -0.26 -0.78 0.16 -0.754
O 0.638896 1.766237 0.056529 -0.41 -1.05 -0.26 -0.103
H -2.589493 -6.041012 2.041476 -0.02 0.04 0.27 0.012
H -4.380068 0.430214 -2.155977 -0.17 -0.02 -0.07 0.115
H 5.702035 2.098632 -1.667977 0.18 -0.01 -0.29 0.064
C -0.130571 1.833381 -1.053733 0.11 0.62 -0.28 -0.481
```
Positions in Å, forces in eV/Å.

Computed properties:
**Electronic energy**: -2555.08777 Ha
**HOMO energy**: -9.413 eV
**Net charge**: 0
**Gap between HOMO and LUMO**: 9.195 eV